51
Properties=species:S:1:pos:R:3:forces:R:3:mulliken_charge:R:1 method="wB97M-V/def2-TZVPD" largest_force_ev_per_a=0.257 charge=+1 e_lumo_ha="-0.1716 / -0.1963" molar_mass_g_mol=752.8 e_tot_ev=-81875.001 orbital_gap_ha="0.230 / 0.235" relative_energy_ev=3.204 spin_multiplicity=4
Re 0.17460 0.11450 -0.13396 0.07 -0.04 0.10 1.144
S 0.29825 0.16268 2.16000 0.09 -0.03 -0.14 -0.360
S -2.05212 0.24758 -0.29766 -0.03 0.05 0.12 1.219
S 0.09755 2.50834 -0.37917 0.03 0.09 0.02 -0.351
F 4.54658 -0.22876 4.97387 0.01 0.00 0.02 -0.253
F 2.38147 0.08888 0.00320 0.01 -0.01 0.01 -0.529
F 5.05101 -0.13940 0.29732 0.01 0.00 -0.03 -0.256
F 1.87914 -0.01500 4.70036 -0.02 0.00 0.00 -0.298
F 6.15345 -0.29732 2.79678 0.02 0.00 0.00 -0.273
O 0.23189 -1.79464 -0.42488 -0.11 -0.16 -0.08 -0.468
O -2.65961 -2.62433 -0.45746 0.01 0.09 -0.01 0.077
N -2.38358 -0.19345 -1.85941 -0.02 -0.11 -0.07 0.031
N -5.10655 2.29179 -0.20408 -0.04 0.00 0.02 -0.473
N -2.24620 5.33067 -0.38469 -0.01 0.04 0.00 -0.338
C -1.56452 2.84043 -0.27297 -0.03 0.07 -0.03 1.009
C 2.92134 0.00040 1.29008 0.00 0.02 -0.11 0.288
C 4.84481 -0.18940 2.65020 -0.06 0.00 -0.02 0.780
C 0.24399 -4.50175 -2.81681 0.00 0.00 0.03 -0.492
C 4.29144 -0.11066 1.38079 -0.05 0.01 0.14 -0.342
C -1.23246 -0.52539 -2.64414 -0.05 0.07 -0.01 -1.378
C -4.22828 -0.75927 2.89522 0.00 -0.02 -0.03 -0.889
C -1.94347 4.22469 -0.33517 0.01 -0.08 0.00 -0.203
C -3.51429 -0.03035 1.96806 -0.10 -0.01 -0.06 -0.755
C -3.48723 -3.28552 -1.42440 0.00 -0.06 0.06 -0.946
C -4.00547 -2.73974 1.53172 -0.02 -0.03 -0.14 -0.486
C 2.64384 -0.04275 3.61432 0.01 0.00 0.02 0.449
C -4.48125 -2.10971 2.66538 0.01 0.06 0.03 -0.646
C -0.68701 -2.56362 -3.87693 0.04 -0.05 0.01 -0.789
C 2.05532 0.03701 2.35804 -0.05 0.01 0.02 0.284
C -2.56810 1.90675 -0.16369 0.09 -0.01 0.11 -0.135
C -3.27695 -2.02605 0.58674 0.04 -0.14 0.05 -0.018
C -0.63323 -1.85735 -2.66505 -0.09 0.02 -0.05 1.092
C -3.96478 2.15658 -0.16883 0.07 0.02 -0.07 -0.160
C -3.08011 -0.66340 0.80001 0.01 0.18 0.12 0.324
C 4.01630 -0.15394 3.76525 0.01 0.00 -0.07 0.001
C 0.36556 -3.80924 -1.62404 -0.01 0.01 -0.13 -0.719
C -0.03559 -2.48201 -1.55980 0.17 0.07 0.18 0.988
C -0.26382 -3.87644 -3.95314 0.00 0.04 0.01 -0.729
H -4.28984 -3.83862 -0.93856 0.00 -0.02 -0.02 0.526
H -4.58674 -0.27786 3.79321 0.00 0.00 0.01 0.452
H 0.80160 -4.26340 -0.74562 0.01 0.00 0.02 0.507
H -0.32877 -4.41270 -4.88913 -0.01 0.00 0.00 0.424
H -3.08653 0.38747 -2.30583 -0.04 -0.06 0.00 0.393
H -5.03297 -2.68262 3.39794 -0.01 -0.01 0.00 0.414
H -1.10011 -2.07584 -4.75106 -0.01 0.00 -0.01 0.435
H -4.15420 -3.80007 1.37775 -0.02 -0.01 0.03 0.555
H -1.26272 -0.01482 -3.59976 0.05 0.00 0.00 0.510
H -2.83762 -3.96990 -1.96319 0.00 0.01 -0.01 0.173
H 0.57272 -5.53092 -2.86838 0.00 -0.01 -0.01 0.440
H -3.90953 -2.54951 -2.11094 -0.01 0.00 0.01 0.229
H -3.31087 1.01690 2.14281 0.01 0.01 0.01 0.542



13
Properties=species:S:1:pos:R:3:forces:R:3:mulliken_charge:R:1 method="wB97M-V/def2-TZVPD" largest_force_ev_per_a=2.433 charge=0 e_lumo_ha=0.0432 molar_mass_g_mol=86.1 e_tot_ev=-8014.246 orbital_gap_ha=0.380 relative_energy_ev=0.965
F 2.71504 -0.87382 0.02057 0.12 0.37 -0.06 -0.255
C -1.42093 -0.24834 -0.78385 1.01 0.54 2.15 -0.625
C -1.39724 -0.17765 0.76055 -0.70 0.40 -0.35 -0.568
C -0.11629 -0.44776 0.02493 0.04 -0.19 -0.45 0.086
C 2.23519 0.40269 -0.02482 0.52 -0.29 0.06 -0.157
C 0.93401 0.60312 -0.01818 -0.07 -1.26 0.01 -0.468
H -1.59651 0.84011 1.18379 0.45 -1.12 -0.33 0.236
H -1.54037 0.73913 -1.20923 -0.08 -0.32 -0.50 0.266
H 0.29638 -1.46594 0.03598 -0.44 0.46 0.12 0.357
H -1.86780 -1.11849 -1.21450 -0.15 -0.10 -0.42 0.271
H -1.88032 -0.99534 1.30493 0.32 0.35 -0.16 0.249
H 0.59781 1.58953 -0.02758 -0.42 1.63 -0.07 0.273
H 3.04104 1.15275 -0.05261 -0.59 -0.47 0.02 0.335



26
Properties=species:S:1:pos:R:3:forces:R:3:mulliken_charge:R:1 method="wB97M-V/def2-TZVPD" largest_force_ev_per_a=1.644 charge=+2 e_lumo_ha=-0.2980 molar_mass_g_mol=212.1 e_tot_ev=-29861.269 orbital_gap_ha=0.316 relative_energy_ev=0.000
Na -1.91241 -0.14522 -1.63284 0.16 0.23 0.43 0.874
Na 0.58899 -2.39631 0.57928 0.54 0.88 0.92 0.881
Na 1.45110 -1.79900 -2.41048 0.23 0.80 -0.08 0.923
O 2.85715 -0.13134 0.56911 0.46 -0.47 0.02 -0.663
O 0.08902 2.36929 -0.37749 -0.61 0.54 0.17 -0.579
O 0.38310 -0.61591 2.22296 -0.15 -1.21 -0.55 -0.477
O -2.81578 -0.71841 0.88539 0.55 -0.07 -1.03 -0.567
O -0.99920 1.83666 2.31870 -0.05 -0.61 -0.16 -0.645
O -1.06787 -2.52727 -1.74534 0.64 0.38 0.01 -0.478
O 1.75711 1.07461 -2.88836 0.00 -0.67 -0.55 -0.638
O 0.50416 -0.26261 -0.71172 -1.14 -1.18 -0.08 -1.092
H -1.01529 2.22132 1.44234 0.12 0.43 -0.48 0.296
H -1.07701 2.58482 2.91066 0.01 0.15 0.36 0.295
H -1.18686 -3.14060 -1.02015 -0.58 -0.42 0.05 0.303
H 1.98220 0.06449 0.23394 -0.42 0.13 -0.28 0.432
H 3.02677 0.55602 1.21330 0.36 0.13 0.22 0.322
H -0.03400 0.19771 1.93962 -0.31 0.93 0.54 0.265
H -2.43417 -0.78551 1.76066 0.10 0.31 0.57 0.323
H -0.08067 -0.18048 0.06659 0.50 -0.06 -0.54 0.024
H 0.37308 1.47250 -0.55441 0.44 -0.67 -0.13 0.379
H -3.18579 -1.58515 0.71781 -0.52 -0.25 0.17 0.315
H 1.46681 0.59312 -2.11368 -0.14 0.34 0.75 0.324
H 0.22284 2.83111 -1.20517 -0.07 0.54 0.02 0.277
H -1.09762 -3.07470 -2.52998 -0.44 -0.48 -0.48 0.323
H 0.76165 -0.40681 3.07688 0.14 0.01 0.34 0.290
H 1.44269 1.96768 -2.74763 0.18 0.28 -0.19 0.290



13
Properties=species:S:1:pos:R:3:forces:R:3:mulliken_charge:R:1 method="wB97M-V/def2-TZVPD" largest_force_ev_per_a=3.938 charge=0 smiles=Cc1cnccn1 e_lumo_ha=0.0216 molar_mass_g_mol=94.1 e_tot_ev=-8261.699 orbital_gap_ha=0.375 relative_energy_ev=0.659
N 0.16374 -1.09106 1.59809 -0.51 0.10 0.51 -0.572
N -0.59324 1.09868 -0.04951 0.82 -1.49 -1.50 -0.527
C 0.09425 0.01603 -0.50559 0.38 0.34 -2.13 0.784
C 0.43329 -1.08207 0.28698 0.33 0.74 0.43 -0.323
C -0.94689 0.98592 1.18871 -1.17 0.22 2.02 -0.020
C 0.54947 0.06739 -1.99781 2.07 -2.91 1.66 -1.187
C -0.57132 -0.07795 2.03853 0.12 1.27 -1.47 -0.131
H 0.15276 0.85214 -2.53544 -1.01 1.66 -0.94 0.362
H 0.44295 -0.89925 -2.55511 -0.72 0.68 0.64 0.308
H -0.84642 0.15382 3.04529 0.14 -1.06 0.88 0.334
H -1.62531 1.76311 1.61256 0.76 -0.43 -0.34 0.340
H 1.07964 -1.89413 -0.06958 -0.52 0.31 -0.11 0.357
H 1.66707 0.10738 -2.05710 -0.68 0.56 0.37 0.275



24
Properties=species:S:1:pos:R:3:forces:R:3:mulliken_charge:R:1 method="wB97M-V/def2-TZVPD" largest_force_ev_per_a=1.637 charge=0 e_lumo_ha="0.0222 / 0.0215" molar_mass_g_mol=135.7 e_tot_ev=-20038.923 orbital_gap_ha="0.283 / 0.430" relative_energy_ev=0.888 spin_multiplicity=2
Cl -0.14828 -0.84392 -4.94558 0.03 0.03 0.05 -0.238
C -3.29161 0.44444 0.44676 0.85 -0.34 0.13 -1.338
C 1.77611 0.90305 0.45893 0.05 1.14 0.27 -0.208
C -1.92012 -0.23403 0.26648 0.75 -0.07 0.30 -0.385
C -0.74765 0.61300 0.84747 -0.46 1.38 -0.04 -0.408
C 0.80946 -1.38931 0.87717 0.10 -1.63 -0.16 -1.101
C 0.64247 0.06160 0.98137 0.04 -0.40 -0.17 0.418
C 2.94068 0.17866 -0.25468 -0.49 0.08 0.03 -1.261
H 2.52995 -0.11975 -1.24201 0.64 -0.29 0.50 0.257
H -1.93365 -1.23244 0.74198 -0.10 0.43 -0.19 0.371
H 0.87788 -2.03790 1.78274 -0.23 0.71 -0.13 0.204
H 2.19469 1.64224 1.19580 -0.38 -0.72 -0.22 0.310
H -1.69570 -0.37616 -0.80386 -0.26 -0.20 0.28 0.264
H 3.76515 0.88371 -0.42419 -0.18 -0.26 0.04 0.365
H -3.38024 1.31695 -0.19906 -0.06 0.10 0.12 0.324
H -3.42273 0.73310 1.49910 -0.09 0.01 -0.32 0.350
H 3.31184 -0.70399 0.32339 -0.13 0.85 -0.64 0.328
H -1.11517 1.09983 1.78667 0.32 -0.35 -0.41 0.289
H 1.25375 1.55516 -0.26489 0.62 0.08 -0.06 0.182
H 0.50731 -0.27122 -4.00612 -0.03 -0.03 -0.04 0.234
H 1.72658 -1.61835 0.32606 -0.39 -0.24 0.10 0.253
H -0.03462 -1.78430 0.29262 0.31 -0.26 0.15 0.223
H -0.59003 1.45345 0.13635 -0.56 -0.05 0.44 0.192
H -4.05608 -0.27385 0.17749 -0.34 0.02 -0.04 0.376